[1]
12 unconnected molecules or ions with the total composition C21H69N21O12. Source: the Open Molecules 2025 dataset; level of theory: ωB97M-V/def2-TZVPD.

As for the LUMO energy: -0.005 Ha. As for the SMILES: COC[C@H](C)N.COC[C@H](C)N.COC[C@H](C)N.NC(N)=O.NC(N)=O.NC(N)=O.NC(N)=O.NC(N)=O.NC(N)=O.NC(N)=O.NC(N)=O.NC(N)=O. Its HOMO energy is -8.3584 eV.

```
123
C21H69N21O12, DFT ωB97M-V/def2-TZVPD
C -2.32167 1.64633 -4.21605
O -3.29603 1.86722 -3.46825
N -2.30710 1.09965 -5.33509
N -1.09951 1.78535 -3.72504
H -3.18263 0.84222 -5.76785
H -1.49891 0.60401 -5.68330
H -0.47308 1.52168 -4.47214
H -0.82929 2.27291 -2.88280
C 0.84781 -1.13083 4.62567
O -0.18423 -0.68927 4.97190
N 1.81193 -1.36584 5.41211
N 0.93645 -1.76996 3.54842
H 2.69617 -1.69819 5.05470
H 1.71988 -1.19786 6.40379
H 1.79905 -2.12060 3.15717
H 0.22937 -1.46942 2.89283
C -2.75941 3.68317 4.40896
O -1.88129 3.00681 3.72409
N -3.28537 3.39722 5.53081
N -3.16489 4.85096 4.04124
H -3.12141 2.55074 6.05683
H -4.00560 4.08277 5.70796
H -3.75068 5.45693 4.59780
H -2.69120 5.32571 3.28604
C -5.92672 0.80199 -1.35442
O -5.81775 2.02232 -1.39354
N -5.72906 -0.02362 -0.39344
N -6.25929 0.11649 -2.42596
H -5.43606 0.46949 0.43788
H -5.79310 -1.02762 -0.48271
H -6.35570 0.74311 -3.21218
H -6.32869 -0.88974 -2.37299
C 1.36223 2.86583 2.90795
O 2.51736 3.03511 2.69009
N 0.86455 1.91484 3.60156
N 0.48361 3.72225 2.49345
H 1.40939 1.29504 4.18388
H -0.08365 1.98686 3.94189
H 0.64016 4.54909 1.93496
H -0.47170 3.47365 2.70719
C -2.22861 -5.31374 0.97086
O -3.08184 -5.10850 1.84352
N -2.42154 -5.91791 -0.12597
N -1.00973 -4.98825 1.06737
H -3.29672 -6.41912 -0.18029
H -1.60703 -6.01860 -0.71465
H -0.47868 -4.97801 0.20830
H -0.56794 -4.59666 1.88686
C 2.87085 -4.70760 -3.46020
O 2.45494 -5.66754 -4.01720
N 2.16370 -4.16095 -2.54089
N 3.98571 -4.13279 -3.82895
H 2.58040 -3.48628 -1.91536
H 1.17637 -4.36072 -2.46765
H 4.47712 -4.54679 -4.60819
H 4.45280 -3.33750 -3.41734
C -5.99390 -3.38962 3.30063
O -7.03618 -2.77371 3.44659
N -5.98114 -4.66787 3.00038
N -4.75057 -2.87108 3.36606
H -6.89352 -5.04021 3.22179
H -5.09978 -5.15617 3.07011
H -4.05491 -3.51286 3.01352
H -4.53323 -1.88732 3.29483
C -1.81580 3.47408 -0.47389
O -0.85004 3.24770 -1.21854
N -1.75418 4.23484 0.58027
N -2.96576 2.89487 -0.61537
H -0.89974 4.76986 0.64193
H -2.55273 4.46852 1.15280
H -3.61939 3.13905 0.11486
H -3.12434 2.46105 -1.51357
C 5.88134 -0.08625 -3.76232
C 5.90540 -1.09123 -2.55115
C 4.46244 -1.25729 -1.96913
O 4.39903 -2.12551 -0.81524
C 3.29626 -1.83467 -0.14290
N 6.40526 -2.37456 -3.00156
H 5.40740 -0.53599 -4.63480
H 6.84108 0.14404 -4.22490
H 5.47535 0.90267 -3.54945
H 6.60324 -0.69993 -1.81088
H 3.75934 -1.55207 -2.74814
H 4.16951 -0.24684 -1.68403
H 2.34259 -2.07869 -0.61094
H 3.24942 -0.80591 0.21423
H 3.22172 -2.43762 0.76209
H 7.27250 -2.38542 -3.51913
H 6.57460 -3.08107 -2.29994
C -0.89138 -1.08401 -1.66938
C -1.05348 -0.48814 -0.30055
C -0.90982 -1.35754 1.02679
O -1.11049 -0.67371 2.27820
C -2.19002 0.29332 2.33873
N 0.02384 0.48748 -0.14763
H -0.03104 -1.75319 -1.67943
H -0.68267 -0.24536 -2.33361
H -1.76140 -1.52767 -2.15344
H -2.00436 0.04219 -0.24893
H 0.05645 -1.86081 0.99282
H -1.58332 -2.21035 1.11165
H -3.17722 -0.12361 2.13950
H -2.00347 1.24523 1.84158
H -2.20780 0.46813 3.41447
H -0.24394 1.33613 -0.62530
H 0.09776 0.60072 0.85328
C 2.72707 2.50915 -2.95404
C 2.66300 3.22899 -1.62531
C 4.05814 3.73183 -1.26270
O 5.11666 2.68813 -1.29454
C 5.02643 1.68227 -0.34981
N 1.60150 4.24576 -1.59019
H 3.21447 2.96191 -3.81748
H 1.71331 2.26798 -3.27377
H 3.35137 1.62364 -2.83464
H 2.37646 2.39636 -0.98288
H 4.01924 4.37875 -0.38630
H 4.43223 4.37389 -2.06014
H 3.99750 1.35900 -0.19196
H 5.22888 2.28256 0.53720
H 5.70897 0.83303 -0.38185
H 1.72954 4.61657 -0.65949
H 0.63260 3.96078 -1.57872
```



[2]
A gas-phase ion, C4H8IN2 (charge +1). Source: the Open Molecules 2025 dataset; level of theory: ωB97M-V/def2-TZVPD.

As for the LUMO energy: -0.163 Ha. As for the SMILES: C[C@]1(I)CNC=[NH+]1. The charge is +1. Its HOMO energy is -13.2491 eV.

```
15
C4H8IN2, DFT ωB97M-V/def2-TZVPD
C -0.44905 1.68451 -0.72039
C -0.05354 0.39179 1.11464
C 0.75928 -0.10256 -0.04515
C 0.45165 -1.57942 -0.27352
N -0.76599 1.55325 0.52138
N 0.41813 0.79072 -1.06860
I 3.08253 0.22668 0.34275
H -1.00666 2.15288 -1.55366
H -0.81552 -0.37183 1.25416
H 0.45086 0.61790 2.02459
H -0.49121 -1.61474 -0.87683
H 0.30622 -2.01050 0.69335
H 1.14501 -2.14717 -0.78120
H -1.29395 2.26716 1.10829
H 0.69680 0.79572 -2.02700
```



[3]
A molecular structure, C23H33AlBrIN2O12P3. Source: the Open Molecules 2025 dataset; level of theory: ωB97M-V/def2-TZVPD.

As for the LUMO energy: 0.042 Ha. The charge is -1. Its HOMO energy is -4.6953 eV.

```
76
C23H33AlBrIN2O12P3, DFT ωB97M-V/def2-TZVPD
C -3.12179 -0.44214 -2.12341
C -2.66856 -0.27211 -0.87978
C -1.67640 -1.26955 -0.24050
P -2.77948 -2.58984 0.56318
O -2.51806 -2.49492 2.17185
Br -4.94155 -1.91106 0.38231
O -0.89553 -1.74184 -1.32595
Al 0.20530 -0.35520 -1.69126
C 2.06093 -0.81912 -2.29913
P 2.38882 -2.53620 -2.58596
O 3.39751 -2.72258 -3.63935
O 1.05938 -3.32052 -3.03564
O 2.98321 -3.11916 -1.19593
P -0.59995 1.42334 -3.08192
O -0.25993 2.78867 -2.17928
I 0.77436 1.56455 -5.13106
O 0.01493 0.39863 -0.03696
C -0.72735 -0.48272 0.70080
O -0.07526 -1.17734 1.74953
C 1.20712 -1.71365 1.44338
C 1.35380 -3.21002 1.72141
C 0.51947 -4.01358 0.71641
C 1.13092 -3.63210 3.20830
C 1.13430 -2.47986 4.21481
C -0.09586 -4.51645 3.44024
H -3.21193 -1.45108 -2.49809
H -3.39961 0.41662 -2.71536
H -3.00490 0.53201 -0.23073
H -2.26764 -1.60066 2.44258
H 2.81556 -0.49051 -1.57390
H 2.32536 -0.34842 -3.23954
H 0.67149 -3.85061 -2.32802
H 2.97939 -4.08281 -1.18691
H 0.58383 2.67551 -1.72343
H -1.44373 0.15297 1.26548
H 1.53191 -1.51670 0.42480
H 1.92984 -1.20533 2.08465
H 2.39111 -3.44129 1.47994
H 0.64825 -3.52681 -0.24440
H -0.54420 -3.99338 0.91512
H 0.90817 -5.02460 0.60030
H 1.97830 -4.27082 3.47004
H 0.21290 -1.91564 4.10098
H 1.09376 -2.91632 5.21210
H 2.00830 -1.84111 4.14682
H -0.22574 -4.70452 4.50177
H 0.08563 -5.47431 2.95517
H -0.99281 -4.11226 2.98807
C 4.68268 2.80069 3.22217
C 3.72670 3.58181 2.58708
C 3.34868 3.29493 1.28586
C 3.93547 2.22328 0.64151
C 4.89278 1.43806 1.25448
C 5.26734 1.73264 2.55503
N 3.52040 1.89916 -0.73003
O 2.68403 2.61320 -1.25248
O 4.02169 0.93005 -1.25757
H 4.97159 3.02378 4.24102
H 3.27196 4.41332 3.10750
H 2.60430 3.89855 0.78859
H 5.34166 0.60581 0.73264
H 6.01301 1.12586 3.04993
C -3.53659 5.36966 -3.25704
C -4.87127 5.60278 -2.94492
C -5.59307 4.65789 -2.23580
C -4.96125 3.49103 -1.84590
C -3.63676 3.24017 -2.15311
C -2.92135 4.18902 -2.86540
N -5.71398 2.49016 -1.07296
O -6.88550 2.72009 -0.82913
O -5.11424 1.49831 -0.72821
H -2.97380 6.11252 -3.80745
H -5.34847 6.52338 -3.25300
H -6.62977 4.83369 -1.99143
H -3.15559 2.32162 -1.84630
H -1.88419 4.00335 -3.10864
```



[4]
A molecular structure, C28H51BN6O4S. Source: the Open Molecules 2025 dataset; level of theory: ωB97M-V/def2-TZVPD.

As for the LUMO energy (alpha / beta): -0.016 / -0.016 Ha. Its HOMO energy (alpha / beta) is -7.6111 / -7.6111 eV. As for the multiplicity: 3.

```
91
C28H51BN6O4S, DFT ωB97M-V/def2-TZVPD
C 4.72159 2.11910 6.05101
C 4.70847 2.83971 4.65991
C 4.64987 1.81055 3.48856
C 3.50911 0.75456 3.60781
O 3.91739 -0.51979 4.13071
C 4.84924 -1.15380 3.34551
C 6.08222 -1.50892 3.99531
C 7.16977 -2.13838 3.32439
B 8.55444 -2.50783 4.03605
N 9.31167 -1.54621 4.86024
O 9.08413 -3.77826 3.84142
C 6.98046 -2.42956 1.91135
N 7.94969 -2.99253 1.14980
S 7.23489 -3.06784 -0.33803
N 5.71615 -2.43570 -0.11697
C 5.72974 -2.11167 1.18906
C 4.67344 -1.47637 1.95887
N 3.47862 -1.19275 1.28942
H 5.37763 1.23059 5.98212
H 3.70073 1.79202 6.32572
H 5.09557 2.81451 6.82925
H 3.94747 3.64426 4.59041
H 5.69111 3.36031 4.57800
H 4.44456 2.38665 2.55558
H 5.66379 1.38649 3.36165
H 2.97674 0.70948 2.63983
H 2.77468 1.16082 4.33783
H 6.17830 -1.28050 5.06830
H 9.03335 -1.61697 5.83758
H 10.28341 -1.85449 4.77616
H 8.34509 -4.37185 3.64576
H 2.67896 -1.12987 1.91568
H 3.25120 -1.91635 0.60749
C -3.51265 -2.12114 2.12807
C -2.10635 -1.48131 2.17415
C -2.22764 0.03918 2.00277
C -2.55047 0.46078 0.57180
C -1.55913 -0.15273 -0.41091
C -1.42553 -1.67300 -0.27309
N -1.22461 -2.10549 1.14228
O 0.01728 -1.84639 1.46737
C -2.67558 -2.35883 -0.86479
C -0.28952 -2.14842 -1.19064
C -1.61623 -1.77439 3.59983
H -4.16481 -1.68199 1.37549
H -3.45108 -3.19655 1.95141
H -4.03530 -1.98302 3.07580
H -1.28947 0.51963 2.30225
H -2.99635 0.42788 2.67559
H -3.57316 0.17743 0.30771
H -2.51029 1.55050 0.49664
H -1.86363 0.10544 -1.42868
H -0.58211 0.31981 -0.25578
H -2.66525 -3.43205 -0.66232
H -2.70547 -2.23267 -1.94810
H -3.61526 -1.94972 -0.50259
H 0.65948 -1.65815 -0.97040
H -0.52186 -1.92040 -2.23146
H -0.14572 -3.22822 -1.11081
H -1.51205 -2.84893 3.76576
H -2.32877 -1.39245 4.33211
H -0.66135 -1.29776 3.82222
C -4.74785 0.90056 -6.74755
C -5.10462 0.75682 -5.25034
C -6.29422 1.66576 -4.91630
C -5.92512 3.14383 -4.85339
C -4.74641 3.37083 -3.91255
C -3.53287 2.48689 -4.23066
N -3.90594 1.04690 -4.40730
O -4.13095 0.52809 -3.21423
C -2.82388 3.01224 -5.49684
C -2.48312 2.68589 -3.12767
C -5.55632 -0.70506 -5.11902
H -4.80197 1.92531 -7.11045
H -3.74986 0.50970 -6.95448
H -5.44562 0.33916 -7.37049
H -6.72063 1.37373 -3.95044
H -7.08778 1.52393 -5.65422
H -5.69425 3.52563 -5.85195
H -6.78619 3.71763 -4.50228
H -4.45693 4.42435 -3.94807
H -5.08154 3.18295 -2.88654
H -2.03758 2.32625 -5.81786
H -2.35276 3.97665 -5.30008
H -3.49278 3.18497 -6.33634
H -2.87544 2.45925 -2.13520
H -2.15199 3.72459 -3.09706
H -1.60278 2.06236 -3.29955
H -4.73680 -1.39070 -5.34584
H -6.36845 -0.91548 -5.81616
H -5.93596 -0.93949 -4.12460
```



[5]
2 unconnected molecules or ions with the total composition C25H37N2O4PS3. Source: the Open Molecules 2025 dataset; level of theory: ωB97M-V/def2-TZVPD.

As for the LUMO energy: 0.014 Ha. Its HOMO energy is -7.8585 eV.

```
72
C25H37N2O4PS3, DFT ωB97M-V/def2-TZVPD
C 1.40606 -3.70011 2.34718
C 2.95994 -3.93612 2.60490
C 3.74769 -2.55781 2.43906
C 4.19065 -2.30091 0.96021
C 4.78936 -3.37719 0.14306
C 5.21885 -3.07057 -1.22442
N 5.84540 -4.09673 -2.04156
C 5.02531 -1.72381 -1.81148
P 5.60420 -1.40229 -3.56309
S 6.82246 0.14124 -3.67908
C 4.39561 -0.64176 -1.03473
C 4.02126 -0.98542 0.35000
S 3.28826 0.39174 1.31979
C 2.26478 1.20155 0.02885
C 0.95867 1.75198 0.34895
C 0.16289 2.39633 -0.69521
C -1.22179 2.99407 -0.27726
C -2.37493 2.75087 -1.33573
C -3.53109 1.86559 -0.70478
C -3.06502 0.34827 -0.58904
C -4.03186 -0.45017 0.39625
C -4.00154 -2.01787 0.09650
O -5.28243 -2.47645 -0.38971
C -5.38324 -2.42576 -1.75942
C -6.69334 -3.04884 -2.37244
O -4.58540 -1.92156 -2.51393
C 0.74290 2.44993 -2.03673
O 0.05907 3.08593 -3.09771
C 2.05861 1.85749 -2.36553
C 2.86890 1.21074 -1.32224
N 4.17579 0.66279 -1.62369
H 0.81326 -4.64770 2.44245
H 1.01390 -3.01276 3.15245
H 1.22384 -3.28222 1.32339
H 3.33337 -4.70426 1.88586
H 3.02527 -4.28475 3.67605
H 3.04368 -1.77143 2.82418
H 4.65031 -2.52470 3.11564
H 4.90233 -4.39887 0.58373
H 5.16629 -4.56175 -2.64454
H 6.28699 -4.76875 -1.40684
H 6.22079 -2.54952 -4.13513
H 4.43912 -1.08605 -4.32470
H 0.61591 1.64759 1.41024
H -1.12534 4.06701 0.04624
H -1.52115 2.43566 0.65562
H -2.04913 2.22490 -2.26351
H -2.85116 3.75308 -1.54711
H -4.47510 1.87427 -1.30963
H -3.77361 2.18635 0.34788
H -3.00719 -0.13632 -1.59660
H -2.04720 0.29376 -0.09807
H -3.75958 -0.26525 1.47355
H -5.09018 -0.06470 0.29206
H -3.13167 -2.28703 -0.55064
H -3.83705 -2.55215 1.07718
H -6.39819 -3.96260 -2.94120
H -7.41875 -3.29235 -1.54749
H -7.10421 -2.25660 -3.05783
H -0.34179 2.34933 -3.59813
H 2.41427 1.95294 -3.41992
H 4.93550 1.26936 -1.28225
C -3.13259 5.16497 2.32689
S -1.49780 5.04319 3.07791
O -0.95259 3.69535 2.74648
C -2.07924 4.98427 4.78295
H -3.01392 5.17705 1.24348
H -3.73925 4.30530 2.61629
H -3.61260 6.09001 2.64891
H -2.75205 4.13603 4.91665
H -2.59411 5.91529 5.02405
H -1.21538 4.86892 5.43650
```



[6]
A molecular structure, C51H45GeNO2P2Pd. Source: the Open Molecules 2025 dataset; level of theory: ωB97M-V/def2-TZVPD.

As for the LUMO energy (alpha / beta): -0.077 / -0.134 Ha. The charge is +1. Its HOMO energy (alpha / beta) is -9.7490 / -9.7492 eV. As for the multiplicity: 2.

```
103
C51H45GeNO2P2Pd, DFT ωB97M-V/def2-TZVPD
Pd 0.46225 0.10117 0.05966
C 0.43007 -0.58168 -3.30795
N -1.00213 -0.39224 -3.27585
C -1.44303 0.90060 -2.83752
P -1.34318 1.25469 -1.00488
C -2.93062 0.72502 -0.29519
C -3.00155 -0.51958 0.32885
C -4.19095 -0.97527 0.87107
C -5.32936 -0.17948 0.80775
C -5.26333 1.06894 0.20686
C -4.06936 1.52299 -0.33945
C -1.44732 3.06550 -1.00695
C -1.00692 3.77109 0.11144
C -1.12886 5.15202 0.16803
C -1.68665 5.84440 -0.89698
C -2.13123 5.15156 -2.01270
C -2.01774 3.77005 -2.06811
C -1.91364 -1.42411 -3.55758
C -1.53704 -2.52728 -4.33134
C -2.44065 -3.53759 -4.60809
C -3.74604 -3.47827 -4.14085
C -4.13239 -2.37801 -3.39631
C -3.23401 -1.36240 -3.10130
P 1.05279 -1.26773 -1.70896
C 2.86083 -1.30854 -1.91641
C 3.52590 -0.22238 -2.48712
C 4.91018 -0.21733 -2.57748
C 5.64858 -1.28709 -2.09254
C 4.99568 -2.36948 -1.51990
C 3.61234 -2.37959 -1.43329
C 0.54242 -3.00473 -1.80844
C -0.54303 -3.43683 -1.05747
C -1.04375 -4.72276 -1.21322
C -0.44468 -5.58977 -2.11198
C 0.65350 -5.17248 -2.85641
C 1.14114 -3.88624 -2.71084
H 0.89739 0.39164 -3.46263
H 0.74222 -1.21970 -4.13536
H -2.46091 1.08501 -3.18238
H -0.80523 1.66291 -3.29651
H -2.11041 -1.12762 0.39870
H -4.22989 -1.94762 1.34555
H -6.26191 -0.52588 1.23307
H -6.14342 1.69724 0.16327
H -4.03507 2.50544 -0.79385
H -0.58183 3.24669 0.95185
H -0.78723 5.68065 1.04875
H -1.77914 6.92173 -0.85698
H -2.57313 5.68448 -2.84426
H -2.38520 3.25905 -2.94833
H -0.53668 -2.61008 -4.72837
H -2.11709 -4.37991 -5.20663
H -4.44839 -4.26991 -4.36289
H -5.14721 -2.30112 -3.02614
H -3.57145 -0.53626 -2.49394
H 2.98254 0.64254 -2.83950
H 5.41035 0.63042 -3.02690
H 6.72824 -1.28000 -2.16313
H 5.56359 -3.21283 -1.14863
H 3.11103 -3.23830 -1.00584
H -0.99862 -2.76098 -0.34937
H -1.90112 -5.04433 -0.63615
H -0.83172 -6.59274 -2.23649
H 1.12359 -5.85065 -3.55661
H 1.98895 -3.56558 -3.30534
O 2.14296 2.08174 -1.08059
C 2.26477 2.62846 -0.02171
O 1.66161 2.22934 1.09851
H 2.81276 3.56410 0.14064
C -2.49591 3.34815 4.35734
C -1.22160 3.67895 4.80072
C -0.11509 3.02218 4.28255
C -0.26336 2.02929 3.31328
C -1.54909 1.70711 2.88275
C -2.65959 2.35901 3.39726
Ge 1.34399 1.23716 2.56673
C 1.19155 -0.67371 2.17537
C 2.32700 -1.37049 1.73632
C 2.32595 -2.75819 1.68726
C 1.18967 -3.46892 2.04055
C 0.04505 -2.79511 2.44883
C 0.04479 -1.41165 2.51906
C 2.92160 1.54287 3.64047
C 3.33252 0.56926 4.54757
C 4.42741 0.78677 5.37162
C 5.12224 1.98635 5.29128
C 4.72198 2.96399 4.38906
C 3.62546 2.74202 3.57013
H -3.35903 3.86083 4.76135
H -1.09095 4.44577 5.55270
H 0.87294 3.28545 4.64509
H -1.70643 0.96228 2.11050
H -3.64765 2.09655 3.04090
H 3.23792 -0.83631 1.48630
H 3.22370 -3.28418 1.39205
H 1.19557 -4.55057 2.00288
H -0.84153 -3.34785 2.73232
H -0.83368 -0.90322 2.89531
H 2.79863 -0.37364 4.61086
H 4.73967 0.02408 6.07243
H 5.97739 2.15859 5.93144
H 5.26468 3.89800 4.32630
H 3.32158 3.51408 2.87108
```